This record from the OMol25 dataset describes a molecular structure, C36H32BrIN3O2SSbZn. The level of theory is wB97M-V/def2-TZVPD.

Cartesian coordinates (Å):
Br: -2.9594 -1.9449 -3.5607
C: -5.4947 -2.2450 1.0350
H: 6.1394 1.5722 -3.5140
H: -4.4741 -3.7819 -0.0633
H: 1.3788 2.7836 -4.0461
H: -1.5664 -2.9510 3.0990
H: -6.2183 -0.5970 2.2013
H: 0.8922 -1.7173 -0.6783
H: -0.8045 0.1285 6.8213
O: 0.2922 0.5403 -3.6124
C: 2.0912 3.8413 -0.1158
C: -5.3485 -1.0841 1.7793
H: 0.6693 5.4690 -0.0850
C: -0.5105 -2.9710 2.8556
H: -0.5330 -5.6958 -1.3912
I: -3.5814 2.2908 -0.2926
H: 4.3645 -0.0539 -2.9122
Zn: -1.0004 0.4286 -1.8211
C: 1.2092 1.8120 -0.9915
H: -3.4366 -0.2241 -1.0531
C: 2.1993 -3.0435 2.2544
H: -1.9120 2.3345 6.9734
C: 1.6056 -4.1183 2.9024
H: 1.9033 -1.1140 1.3720
C: -1.7488 1.8744 6.0078
C: -1.6372 -2.7025 -2.4425
H: 1.1162 -4.1531 -0.2853
H: -3.5228 0.8248 -2.4594
C: -0.1613 3.6589 -0.8605
C: -0.9206 0.0399 4.6824
H: 3.2249 2.0124 -0.3083
C: 0.3183 -3.7803 -0.9117
N: 1.2943 0.4444 -1.3463
H: -6.4780 -2.6664 0.8718
C: 3.4214 3.4331 -4.2645
C: -4.0869 -0.5375 1.9819
H: 2.1972 -4.9836 3.1718
C: -1.1278 0.6358 5.9216
O: 2.0041 -1.1713 -3.1019
C: -4.3718 -2.8670 0.5076
C: -2.9531 -1.1402 1.4404
C: -0.5955 -4.6231 -1.5208
H: 6.1340 3.9273 -5.5565
N: -0.7897 -1.8753 -1.8517
C: 2.4246 2.5305 -3.9317
C: 0.2500 -4.0797 3.2055
H: -2.6283 3.4937 4.9100
C: 0.0706 -1.8892 2.1931
H: -2.3196 -4.6944 -2.8214
H: -2.2477 -2.8276 0.3034
S: 1.5343 0.1690 -2.9002
H: 2.9052 4.4148 0.3079
H: 3.2547 -3.0679 2.0159
H: -1.1545 4.0570 -1.0218
H: 5.4935 5.1118 -4.4245
C: -2.1522 2.5235 4.8506
H: -2.2414 2.4592 2.7153
H: -3.9956 0.3675 2.5648
C: 0.1884 -2.4214 -1.1109
C: 5.8394 4.0834 -4.5170
C: 2.2773 2.5143 -0.4469
H: -0.2148 -4.9128 3.7173
C: 0.8522 4.4343 -0.3355
C: 1.4338 -1.9375 1.9026
C: -1.9386 1.9329 3.6113
C: -1.3329 0.6780 3.5133
H: 3.1500 4.4114 -4.6431
C: -1.5950 -4.0795 -2.3095
C: -2.9781 0.6380 -1.5363
H: 6.7302 3.9625 -3.9015
C: 4.7651 3.1051 -4.1189
C: 4.1131 0.9276 -3.2883
N: 0.0119 2.3736 -1.1725
C: -3.1114 -2.3181 0.7101
H: -0.4398 -0.9304 4.6347
Sb: -1.0426 -0.1644 1.5649
C: 5.0967 1.8417 -3.6288
C: 2.7794 1.2838 -3.4442

Force components x, y, z for each atom (eV/Å):
Br 0.00 -0.05 -0.03
C 0.02 0.01 0.01
H 0.02 0.00 0.00
H 0.01 0.00 -0.01
H 0.00 0.00 0.00
H -0.02 -0.01 -0.02
H 0.00 0.01 0.00
H -0.17 -0.12 -0.10
H 0.01 -0.01 0.02
O -0.06 0.00 0.07
C -0.03 0.04 -0.01
C 0.05 0.00 0.01
H 0.00 0.02 -0.01
C 0.04 0.04 -0.05
H 0.00 0.00 0.00
I 0.06 0.03 0.02
H 0.00 -0.04 0.01
Zn -0.06 0.15 0.02
C -0.10 -0.46 -0.15
H 0.00 0.05 -0.02
C -0.05 0.03 0.01
H 0.00 0.01 0.02
C -0.04 0.03 -0.01
H 0.01 0.01 0.02
C 0.03 -0.05 -0.02
C 0.04 0.10 0.00
H -0.01 -0.01 0.00
H 0.02 -0.01 -0.01
C -0.10 0.01 0.01
C -0.07 0.03 -0.01
H -0.01 0.01 0.01
C -0.05 -0.02 0.02
N 0.07 0.26 -0.07
H -0.01 -0.01 0.00
C 0.00 0.05 -0.01
C 0.00 -0.13 -0.06
H 0.01 -0.01 0.01
C -0.01 0.00 -0.08
O -0.01 -0.13 0.02
C 0.08 0.00 0.01
C -0.07 -0.03 0.12
C -0.03 -0.05 0.01
H 0.00 -0.01 -0.01
N 0.15 -0.13 0.07
C 0.00 0.03 -0.01
C 0.04 0.04 -0.03
H -0.01 0.02 -0.01
C 0.01 -0.04 0.06
H -0.01 -0.01 0.00
H 0.10 -0.03 -0.05
S -0.04 0.13 0.27
H 0.01 0.01 0.01
H 0.03 0.00 0.00
H 0.01 0.00 -0.01
H -0.02 0.01 0.01
C 0.01 -0.03 -0.05
H -0.05 0.03 -0.09
H 0.01 0.09 0.05
C 0.03 0.24 0.04
C -0.03 -0.08 0.03
C 0.15 0.01 0.02
H -0.01 -0.01 0.00
C 0.08 -0.01 0.05
C -0.02 -0.03 0.02
C 0.10 -0.09 0.07
C 0.02 0.11 0.08
H 0.00 0.00 0.00
C -0.01 -0.03 -0.04
C -0.03 0.03 -0.10
H 0.01 0.00 0.01
C 0.06 0.01 -0.02
C -0.05 0.12 -0.05
N 0.03 -0.12 -0.04
C -0.06 0.02 0.06
H 0.00 0.04 0.00
Sb -0.10 -0.11 0.01
C -0.04 0.02 0.00
C 0.05 0.04 -0.08

Strongest force on any atom   0.5 eV/A
Highest occupied orbital energy   -8.14 eV
Relative energy (zero: lowest compared OMol25 entry of this formula, charge and spin)   0.0 kcal/mol